[1]
Below is a molecular structure, C22H17AsLuO5, with properties calculated with ωB97M-V/def2-TZVPD.

Summary:
Frontier orbital gap: 5.0947 eV
Strongest force on any atom: 6.29 eV/A
LUMO energy: -12.31 eV
DFT total energy: -127756.86496 eV

Geometry as ORCA input:
```
! wB97M-V def2-TZVPD RIJCOSX def2/J DEFGRID3
* xyz 3 1
C 0.0726 -2.5574 4.4380
C 1.5306 0.3367 4.1802
C -0.8428 -1.6459 3.8897
H -0.0192 -2.1461 0.0378
C 0.0153 2.2276 -0.8146
H -3.3387 -3.8053 3.0169
H -3.3522 0.3275 3.7403
As -0.3633 0.2133 3.8700
C 3.8032 -0.1452 3.4880
O -0.0526 -0.9270 -3.2551
C -2.4509 -0.0125 -0.1920
C 4.2857 0.6146 4.5662
H 3.7639 1.9019 6.2398
C -0.0506 -0.6780 -2.1331
C -2.3794 -3.4584 3.4154
C -1.2585 2.6460 5.1588
C -1.5011 -4.3562 4.0370
Lu -0.0323 0.0819 0.2259
O -0.3653 0.4931 2.1416
C 2.0099 1.1397 5.2288
H 4.4970 -0.6218 2.7853
H 5.3644 0.7153 4.7207
H -1.9013 4.3924 6.2536
H 1.0375 -2.2048 4.8036
C -0.2617 -3.9161 4.5151
H -4.3319 3.9144 5.9309
O 0.0340 3.2865 -1.2648
H 2.0674 -0.9351 2.4983
H -0.1975 2.8542 5.2870
H 1.3006 1.6349 5.8897
C 2.4018 0.0499 -0.0504
H -2.6806 -1.4166 2.7580
H -1.7726 -5.4164 4.1184
O -3.5991 -0.0502 -0.2828
C 3.3925 1.2743 5.4221
H 0.4519 -4.6225 4.9546
H -5.0549 1.9088 4.6276
C -1.6727 1.4835 4.4853
C -3.9935 2.1056 4.7937
H -0.0211 -2.0085 0.8370
C 2.4313 -0.2972 3.3139
C -3.0351 1.2273 4.2732
C -2.2223 3.5091 5.6995
O 3.5530 0.0241 -0.1314
C -2.0312 -2.1041 3.3052
C -3.5830 3.2288 5.5237
*
```

[2]
Below is a gas-phase ion, C7H10Br2FN4O (charge +1), with properties calculated with ωB97M-V/def2-TZVPD.

Summary:
Frontier orbital gap: 9.9754 eV
Strongest force on any atom: 2.69 eV/A
LUMO energy: -3.66 eV
DFT total energy: -158224.40874 eV

Geometry as ORCA input:
```
! wB97M-V def2-TZVPD RIJCOSX def2/J DEFGRID3
* xyz 1 1
H -2.5113 -1.9521 0.5271
H 5.0488 0.3692 1.3894
H -4.6498 -0.9173 0.8039
C -1.4538 -0.3006 0.0623
C 4.1650 -0.1778 1.0084
C 2.1153 0.0151 -0.4695
F -5.4205 0.3641 -1.6533
N 0.6704 0.1763 -0.2972
C -3.8815 -0.3199 0.2732
H 3.4849 1.6672 0.0899
H 0.0144 -1.7865 0.2284
N -0.2016 -0.8118 0.0388
H 2.3738 -1.0604 -0.4133
O -3.6214 -0.7507 -2.0726
H 3.7861 -0.9364 1.7267
N -2.5750 -0.9601 0.3166
C 3.0006 0.7995 0.5819
Br 2.0143 1.4840 2.1319
Br 2.5415 0.8016 -2.2484
C -4.2957 -0.2721 -1.2525
H 0.2645 2.2584 -0.7641
C -0.1085 1.2624 -0.4651
N -1.4206 1.0540 -0.2573
H -3.8341 0.7321 0.6211
H 4.4942 -0.7382 0.0937
*
```

[3]
Below is C2H4O2S in the gas phase, with properties calculated with ωB97M-V/def2-TZVPD.

Summary:
Frontier orbital gap (spin up / spin down): 8.0378 / 7.6485 eV
Strongest force on any atom: 2.46 eV/A
LUMO energy (spin up / spin down): 0.14 / 0.34 eV
Relative energy (zero: lowest compared OMol25 entry of this formula, charge and spin): 432.1 kJ/mol
DFT total energy: -17064.79192 eV

Geometry as ORCA input:
```
! wB97M-V def2-TZVPD RIJCOSX def2/J DEFGRID3
* xyz 0 1
H 0.9461 -0.3585 -2.1323
C -1.2975 1.1900 0.0688
C 0.5197 -0.4126 0.4909
S 1.6203 -0.1196 -0.8886
O -0.6660 0.0938 0.5366
H -0.9221 1.7430 -0.7270
H 1.4707 -2.0131 1.0895
O 0.5812 -1.5831 1.1875
H -2.2525 1.4602 0.3745
*
```

[4]
Below is C4H3N3S in the gas phase, with properties calculated with ωB97M-V/def2-TZVPD.

Summary:
Frontier orbital gap: 8.1287 eV
Strongest force on any atom: 2.30 eV/A
LUMO energy: -1.07 eV
Relative energy (zero: lowest compared OMol25 entry of this formula, charge and spin): 255.7 kJ/mol
DFT total energy: -19498.89118 eV

Geometry as ORCA input:
```
! wB97M-V def2-TZVPD RIJCOSX def2/J DEFGRID3
* xyz 0 1
S -2.6563 -0.1186 -0.5901
H 1.1015 2.2633 0.4078
H 1.6714 0.8363 -1.6296
C -1.2501 -0.0804 0.2595
H -1.0531 -1.9123 1.4056
C -0.5648 -1.3127 0.6749
C 1.1827 0.3711 -0.7731
C 0.5526 1.3029 0.2265
N 1.0911 -0.8789 -0.8460
N 0.5801 -1.6047 0.1965
N -0.6552 1.1341 0.6679
*
```

[5]
Below is a molecular structure, C4H9N, with properties calculated with ωB97M-V/def2-TZVPD.

Summary:
Frontier orbital gap: 6.5637 eV
Strongest force on any atom: 5.01 eV/A
LUMO energy: 0.69 eV
Relative energy (zero: lowest compared OMol25 entry of this formula, charge and spin): 417.6 kJ/mol
DFT total energy: -5779.48361 eV

Geometry as ORCA input:
```
! wB97M-V def2-TZVPD RIJCOSX def2/J DEFGRID3
* xyz 0 1
H 1.1115 1.8713 1.0778
C -0.6005 0.6154 -0.2169
C -1.7488 -0.2861 -0.5699
H 0.8603 -1.7510 1.2596
H -2.3404 -0.5081 0.3162
N 1.5175 1.0811 0.5952
H -0.7354 1.6790 -0.0717
H -2.4134 0.1341 -1.3282
H -1.2679 -1.1696 -0.9537
C 0.6588 0.0963 0.1223
H 1.5509 -1.7294 -0.4673
H 0.1753 0.5634 -1.1297
C 0.9185 -1.2791 0.2976
H 2.3137 0.6825 1.0688
*
```

[6]
Below is 3 unconnected molecules or ions with the total composition C4H9NOS, with properties calculated with ωB97M-V/def2-TZVPD.

Summary:
Frontier orbital gap: 4.2213 eV
Strongest force on any atom: 3.10 eV/A
LUMO energy: -4.04 eV
Relative energy (zero: lowest compared OMol25 entry of this formula, charge and spin): 685.2 kJ/mol
DFT total energy: -18660.42470 eV

Geometry as ORCA input:
```
! wB97M-V def2-TZVPD RIJCOSX def2/J DEFGRID3
* xyz 0 1
C 1.7088 0.3578 -0.2270
H -2.5867 0.4069 0.0957
C 1.7109 -0.6757 -1.2240
N 1.3975 0.1798 1.1144
H -2.8318 0.2192 -1.6849
H 2.0860 -0.3952 -2.1882
H 0.6924 0.8883 1.3769
H -0.6643 -1.1317 0.1086
S -1.2090 1.4762 2.2621
H 2.1010 1.3382 -0.4460
O 1.4076 -1.8599 -1.0735
H -0.9638 -1.3865 -1.7819
C -1.2642 -0.9795 -0.8171
C -2.3011 -0.1323 -0.8042
H 2.1976 0.1866 1.7530
H -1.4808 1.5079 3.5360
*
```